{"formula": "C18H48N8O12", "method": "ωB97M-V/def2-TZVPD", "species": ["C", "C", "O", "N", "H", "H", "C", "H", "H", "H", "H", "H", "H", "C", "C", "O", "N", "H", "H", "C", "H", "H", "H", "H", "H", "H", "C", "C", "O", "N", "H", "H", "C", "H", "H", "H", "H", "H", "H", "C", "C", "O", "N", "H", "H", "C", "H", "H", "H", "H", "H", "H", "C", "C", "O", "N", "H", "H", "C", "H", "H", "H", "H", "H", "H", "C", "C", "O", "N", "H", "H", "C", "H", "H", "H", "H", "H", "H", "N", "O", "O", "O", "N", "O", "O", "O"], "xyz": [[-4.0384, 2.7036, 5.6867], [-3.8516, 3.9130, 4.7012], [-2.8440, 4.0131, 3.8926], [-4.9727, 4.9743, 4.6532], [-5.7168, 4.4708, 5.1146], [-4.8126, 5.7419, 5.2898], [-5.4004, 5.3786, 3.1959], [-3.1136, 2.1407, 5.5602], [-4.9630, 2.1294, 5.6265], [-3.9874, 3.0735, 6.7108], [-6.1970, 6.1131, 3.3142], [-5.7464, 4.4757, 2.6927], [-4.5095, 5.7400, 2.6824], [-5.6492, 6.7624, -5.8740], [-5.9892, 7.3862, -4.5006], [-6.8291, 8.2839, -4.4319], [-5.3959, 6.6411, -3.2895], [-4.5121, 6.2261, -3.5481], [-5.3040, 7.2069, -2.4579], [-6.2943, 5.4558, -2.7824], [-5.2298, 7.5700, -6.4740], [-6.4830, 6.4231, -6.4885], [-4.9260, 5.9561, -5.7522], [-5.7245, 4.8799, -2.0532], [-6.4818, 4.8213, -3.6486], [-7.1967, 5.8203, -2.2916], [-9.8187, 5.9989, 5.0929], [-10.4063, 7.3870, 4.9737], [-10.1028, 8.2366, 4.2182], [-11.6169, 7.5716, 5.8719], [-11.4023, 7.2548, 6.8066], [-11.8590, 8.5513, 5.9128], [-12.7680, 6.7449, 5.3715], [-8.8695, 5.9741, 5.6281], [-9.6130, 5.5612, 4.1160], [-10.4504, 5.3018, 5.6434], [-13.1982, 7.1142, 4.4406], [-13.4726, 6.7883, 6.2020], [-12.5999, 5.6770, 5.2323], [-6.9633, -1.3422, 0.3349], [-7.2588, -0.1686, 1.2470], [-7.9744, -0.3184, 2.2117], [-6.9406, 1.2597, 0.7442], [-6.9372, 1.2159, -0.2648], [-7.6040, 1.9703, 1.0186], [-5.6633, 1.7472, 1.3774], [-7.8608, -1.5437, -0.2501], [-6.7076, -2.2833, 0.8219], [-6.1157, -1.1607, -0.3259], [-5.5574, 2.8017, 1.1224], [-4.8677, 1.1205, 0.9745], [-5.6295, 1.7480, 2.4669], [-9.6948, 7.2091, -1.1560], [-8.7082, 8.3040, -0.6885], [-8.8895, 9.4780, -0.8799], [-7.4657, 7.8330, 0.1083], [-7.4836, 6.8383, 0.2824], [-6.6001, 7.9534, -0.3980], [-7.4243, 8.4663, 1.5670], [-10.6592, 7.6090, -1.4693], [-10.0305, 6.6652, -0.2731], [-9.3682, 6.5316, -1.9450], [-8.4475, 8.4418, 1.9420], [-6.9877, 9.4648, 1.5452], [-6.7371, 7.8578, 2.1549], [-12.6792, -1.0441, 5.4646], [-11.8713, 0.2590, 5.3107], [-11.7304, 0.9433, 6.2944], [-11.4587, 0.6467, 3.8774], [-11.2851, -0.1514, 3.2833], [-12.1846, 1.1614, 3.3997], [-10.1762, 1.5544, 3.9395], [-12.0099, -1.8827, 5.2726], [-13.5503, -1.0493, 4.8094], [-12.9854, -1.0492, 6.5107], [-10.4364, 2.5240, 4.3641], [-9.8599, 1.6481, 2.9006], [-9.3612, 1.1462, 4.5372], [-8.0842, 4.4632, 1.2766], [-8.7142, 3.4225, 1.2424], [-7.2750, 4.6779, 0.4179], [-8.3956, 5.3772, 2.0063], [-11.6510, 4.4033, 1.7431], [-11.6663, 3.2041, 1.6680], [-11.7486, 5.0350, 0.7003], [-11.6385, 4.9759, 2.8232]], "lowdin_charge": [-0.06, -0.50, -0.13, 0.03, 0.13, 0.15, 0.01, 0.08, 0.04, 0.06, 0.05, 0.05, 0.09, 0.04, -0.31, 0.16, 0.11, 0.17, 0.16, 0.06, 0.11, 0.11, 0.08, 0.10, 0.11, 0.07, 0.01, -0.38, 0.19, 0.11, 0.18, 0.18, 0.02, 0.10, 0.06, 0.08, 0.12, 0.11, 0.09, 0.03, -0.33, 0.14, 0.11, 0.17, 0.09, 0.03, 0.11, 0.11, 0.09, 0.08, 0.11, 0.11, 0.04, -0.34, 0.18, 0.12, 0.08, 0.15, 0.08, 0.11, 0.07, 0.08, 0.10, 0.11, 0.07, 0.03, -0.35, 0.16, 0.14, 0.17, 0.17, 0.02, 0.10, 0.10, 0.10, 0.09, 0.06, 0.10, -0.64, 0.00, -0.05, 0.00, -0.68, -0.04, -0.02, -0.07], "total_charge": 3, "spin_multiplicity": 2, "homo_ha": [-0.38094, -0.51368], "homo_lumo_gap_ev": [2.70, 6.30], "s_squared": 0.754, "lumo_energy_ev": [-7.67, -7.67]}